(1)
27
Properties=species:S:1:pos:R:3:nbo_charge:R:1 method="wB97M-V/def2-TZVPD" largest_force_ev_per_a=0.14 spin_multiplicity=1 total_energy_ha=-2383.42858 gap_ha=0.1344 total_charge=-1 homo_ev=-1.976
K -0.15344 0.36141 0.36179 0.87
N 1.58858 -2.74297 -2.02087 -0.57
C 0.22626 -2.94401 -1.80621 0.39
C -0.32622 -4.10824 -2.36676 -0.29
C -1.66435 -4.36146 -2.18120 -0.15
C -2.43164 -3.46106 -1.44907 -0.29
C -1.79562 -2.34984 -0.93871 0.06
N -0.49292 -2.08619 -1.10193 -0.47
C 2.44928 -1.66817 -1.81057 0.39
C 3.73336 -1.78000 -2.37120 -0.29
C 4.62677 -0.75167 -2.18944 -0.15
C 4.23652 0.36773 -1.46101 -0.29
C 2.95644 0.38062 -0.95048 0.06
N 2.07183 -0.61207 -1.10965 -0.47
H 2.00720 -3.47437 -2.56769 0.39
H 0.29588 -4.78788 -2.93621 0.20
H -2.11039 -5.25228 -2.60484 0.21
H -3.48679 -3.61586 -1.27856 0.23
H -2.35542 -1.62238 -0.35936 0.21
H 4.00635 -2.66212 -2.93728 0.20
H 5.62092 -0.81724 -2.61293 0.21
H 4.90255 1.20126 -1.29357 0.23
H 2.61086 1.23300 -0.37370 0.21
S -2.92728 3.51749 3.12451 -0.33
C -1.79109 2.64340 2.23211 -0.49
S -0.77127 1.47155 3.03914 -0.54
S -1.63626 2.93156 0.51158 -0.54

***

(2)
25
Properties=species:S:1:pos:R:3:nbo_charge:R:1 method="wB97M-V/def2-TZVPD" largest_force_ev_per_a=12.11 spin_multiplicity=1 total_energy_ha=-1061.99882 gap_ha=0.3092 homo_ev=-8.395 e_above_lowest_kcal_mol=0.0
O -1.10289 2.02239 0.72901 -0.55
C -0.15245 1.29705 0.73086 0.70
N 0.07395 0.01448 0.08794 -0.46
N -0.89613 -0.33420 -0.65715 -0.20
C -0.70733 -1.26969 -1.34625 0.10
C -1.70425 -1.93021 -1.98454 -0.31
C -1.69615 -3.09851 -2.58173 -0.21
C -2.64869 -3.40987 -3.58392 -0.25
C -3.58244 -2.42996 -3.39986 -0.40
S -3.21863 -1.19503 -2.34825 0.50
H -4.49743 -2.55059 -3.74861 0.21
H -2.69581 -4.30177 -4.12532 0.23
H -0.78900 -3.66709 -2.84981 0.21
H 0.29778 -2.10642 -1.06076 0.11
H 1.03192 -0.29310 0.21509 0.40
C 1.05385 1.76210 1.83021 -0.17
C 1.25174 3.18230 1.85225 -0.11
C 2.40967 3.49202 2.73580 -0.22
C 3.22921 2.33614 3.17575 0.04
N 2.87395 1.10855 3.28147 -0.40
C 1.94260 0.88452 2.35972 -0.03
H 1.70156 -0.30066 2.58521 0.20
H 4.08296 2.57385 3.96910 0.18
H 2.70570 4.43055 2.97291 0.21
H 1.03633 3.78318 1.16090 0.20

***

(3)
23
Properties=species:S:1:pos:R:3:nbo_charge:R:1 method="wB97M-V/def2-TZVPD" largest_force_ev_per_a=3.64 spin_multiplicity=1 total_energy_ha=-1275.54451 gap_ha=0.2985 homo_ev=-8.164 e_above_lowest_kcal_mol=83.6
C 0.28289 -2.15905 -0.92747 -0.62
C 0.47190 -0.71512 -0.77334 -0.17
C -0.41217 0.10502 -1.23787 0.27
C -1.21274 0.94719 -1.82778 -0.38
C -2.53655 1.33995 -1.25134 -0.14
C -3.02521 1.16297 0.05148 -0.36
S -2.12428 0.43152 1.48341 0.31
C -2.08495 -1.20386 1.40775 0.01
N -2.10568 -2.34088 1.57193 -0.31
C 1.48119 -0.19014 0.03960 -0.16
C 1.55095 1.10473 0.49948 -0.25
C 2.67806 1.22855 1.37784 -0.24
C 3.47347 0.13607 1.45596 -0.42
S 2.91496 -1.18066 0.53858 0.41
H 0.09141 -2.42359 -1.89190 0.22
H 1.18671 -2.68763 -0.73667 0.22
H -0.58034 -2.45495 -0.25521 0.26
H -0.99758 1.27699 -2.76987 0.22
H -3.09934 2.08322 -1.78165 0.22
H -3.96098 1.64368 0.38603 0.23
H 0.80213 1.83207 0.51400 0.23
H 2.97039 2.15917 1.96282 0.22
H 4.23577 -0.09526 2.16422 0.24